The following is a DFT calculation (ωB97M-V/def2-TZVPD) of a cluster of 4 separate species, C3H14O3S in total at a distorted geometry.

Values from the calculation:
SMILES string = CCSC.O.O.O
F_max = 1.9 eV Å⁻¹
calculated total energy = -746.5679 Ha
energy relative to the best compared isomer or geometry (same formula, charge and spin) = 105.0 kJ/mol
HOMO level = -8.8 eV
LUMO level = 0.46 eV

Each atom is followed by the atoms it is bonded to, with distances in Å.
Geometry (Å):
1 C 0.04 0.53 -1.72  C2 1.564, H5 1.085, H6 1.093, H7 1.083
2 C 0.62 -0.68 -0.93  C1 1.564, S3 1.838, H8 1.082, H9 1.086
3 S -0.51 -1.27 0.39  C2 1.838, C4 1.848
4 C 0.47 -2.75 0.90  S3 1.848, H10 1.087, H11 1.090, H12 1.084
5 H -0.56 0.14 -2.53  C1 1.085
6 H 0.83 1.14 -2.17  C1 1.093
7 H -0.49 1.20 -1.05  C1 1.083
8 H 1.63 -0.62 -0.55  C2 1.082
9 H 0.53 -1.42 -1.72  C2 1.086
10 H 0.72 -3.36 0.03  C4 1.087
11 H 1.42 -2.54 1.38  C4 1.090
12 H -0.22 -3.30 1.53  C4 1.084
13 O 3.49 2.72 1.82  H14 0.979, H15 0.963
14 H 4.41 2.52 2.07  O13 0.979
15 H 3.37 2.21 1.01  O13 0.963
16 O -0.59 2.60 1.62  H17 0.963, H18 0.949
17 H 0.32 2.76 1.90  O16 0.963
18 H -0.79 1.77 1.21  O16 0.949
19 O -4.67 -0.44 -1.40  H20 0.975, H21 0.951
20 H -5.63 -0.38 -1.22  O19 0.975
21 H -4.42 -0.84 -0.58  O19 0.951

Atom charges from the natural (NBO) analysis, given in e for atoms 1 to 6: number 1, C, carries -0.6119; number 2, C, carries -0.5185; number 3, S, carries 0.1476; number 4, C, carries -0.7239; number 5, H, carries 0.2180; number 6, H, carries 0.2150